164
Properties=species:S:1:pos:R:3 method="wB97M-V/def2-TZVPD" total_charge=+4 homo_energy_ha=-0.4953 homo_lumo_gap_ha=0.1861 s2=0.754 spin_multiplicity=2 e_lumo_ev=-8.413
F -2.21 3.63 2.60
F 2.18 1.15 0.06
F 1.99 1.95 -2.00
F -3.92 3.56 1.38
F 0.54 2.51 -0.40
F -3.81 4.88 3.05
O 4.74 -0.14 2.53
O -3.61 -5.12 1.61
O 2.65 -3.54 0.50
O -3.83 2.61 4.91
O 5.59 6.57 0.70
O 2.57 -1.84 -4.31
O -7.29 -4.50 2.47
O -0.11 -3.67 -2.21
O -5.09 -1.36 0.02
O -1.88 -4.06 2.05
O -1.93 -6.06 2.20
O -5.84 0.51 0.63
O -1.34 3.59 -5.18
O -0.30 0.20 -2.49
O -4.30 0.33 -0.86
O -5.67 2.45 3.46
O -0.70 0.07 -0.30
N -2.46 -5.08 1.93
N 3.76 7.64 -1.15
N 4.54 -0.28 5.17
N -0.08 -1.08 -5.26
N -2.72 1.64 -3.40
N 5.35 -4.44 0.52
N -5.06 -0.12 -0.08
N -2.44 -2.11 -1.63
N -5.16 -1.62 3.91
C 5.00 -2.97 0.10
C 4.97 -2.84 -1.44
C -4.21 2.49 3.52
C 0.76 -2.28 -5.85
C 2.89 1.63 5.46
C 1.10 -4.34 -2.62
C 3.88 0.83 3.08
C -0.51 0.14 1.12
C 3.63 -2.55 0.70
C 1.27 1.50 -0.88
C -5.46 -3.03 3.38
C 0.36 0.17 -1.24
C 2.46 5.61 -1.20
C 2.97 -0.55 -3.97
C -2.44 2.87 5.19
C 1.33 -3.27 0.92
C -1.42 3.75 -3.74
C -2.35 3.06 6.74
C 3.51 6.36 -0.36
C 5.68 0.48 1.61
C -6.97 -3.20 3.06
C 2.27 -2.16 -5.66
C -0.61 4.57 -5.95
C -3.68 -4.27 -1.40
C -6.87 -4.71 1.11
C -2.74 3.20 -3.22
C -1.29 -4.36 -2.35
C 3.37 0.44 4.49
C -2.27 -3.67 -1.35
C 0.10 -2.48 -7.24
C 6.89 6.03 1.16
C -4.84 -4.08 4.40
C -3.01 3.45 -1.72
C -1.81 -0.22 1.88
C -3.53 3.65 2.61
C 4.84 5.65 -0.08
H 1.24 -5.37 -2.28
H -0.16 1.13 1.40
H -7.65 -4.40 0.42
H -4.81 -2.97 2.50
H -7.60 -3.25 3.95
H 4.99 -1.75 -1.53
H -1.16 -5.44 -2.28
H -1.55 -1.65 -1.52
H -4.18 -1.47 3.75
H -2.13 3.37 -1.08
H 2.61 1.18 6.42
H 4.15 7.46 -2.06
H 1.63 6.28 -1.41
H 0.29 -3.10 -5.30
H -1.29 4.81 -3.54
H 0.20 -3.49 -7.64
H -5.35 -1.45 4.89
H -7.29 -2.36 2.46
H -2.63 0.35 1.46
H -0.99 -2.43 -7.28
H -2.44 2.15 7.33
H 2.80 -1.59 -6.42
H 5.84 -2.42 0.51
H -1.05 5.57 -5.91
H 4.55 -5.04 0.38
H -2.94 -1.76 -0.82
H -5.60 -0.82 3.46
H 1.06 -2.47 0.23
H -3.93 1.51 3.15
H 4.26 1.85 3.10
H 1.05 -4.38 -3.70
H 7.61 5.89 0.35
H -3.75 2.87 -1.17
H 4.40 8.23 -0.65
H 1.95 -3.71 -2.36
H 2.08 2.25 5.07
H 2.81 -3.09 -5.84
H 3.08 6.64 0.60
H -1.30 3.32 6.87
H -3.56 -5.33 -1.19
H 5.51 -4.58 1.51
H -1.90 1.19 -3.03
H 4.18 -3.39 -1.96
H 2.89 8.13 -1.31
H 0.64 -4.06 0.63
H 3.69 2.30 5.78
H 6.97 5.01 1.53
H 5.94 -3.23 -1.75
H -1.84 2.05 4.80
H 0.10 -0.18 -5.69
H 2.85 5.29 -2.17
H -2.00 -1.28 1.74
H 0.26 -1.03 -4.31
H 0.26 -0.58 1.41
H 5.36 5.29 -0.96
H -5.35 -4.15 5.35
H 1.16 -2.90 1.93
H 0.57 -1.85 -8.00
H -2.86 3.91 7.18
H 7.41 6.62 1.92
H -3.17 4.52 -1.66
H 6.02 -4.79 -0.14
H -4.34 -3.75 -0.71
H 4.71 4.68 0.40
H 3.28 -1.62 0.26
H -2.73 1.38 -4.37
H 6.12 1.42 1.94
H -3.51 1.25 -2.90
H 3.28 -0.43 -2.93
H -4.74 -5.09 4.01
H -6.88 -5.74 0.75
H 2.17 4.77 -0.58
H -0.57 3.24 -3.28
H 0.91 -0.75 -1.03
H -1.75 -0.10 2.96
H 2.31 0.29 -4.21
H -4.13 -4.27 -2.40
H 4.35 -0.90 5.95
H -0.70 4.17 -6.96
H -3.77 -3.99 4.57
H -1.09 -1.12 -5.16
H 5.24 0.44 5.34
H -2.06 3.82 4.79
H 3.88 -2.34 1.74
H -6.00 -4.10 0.85
H 3.93 -0.33 -4.44
H -1.79 -3.63 -0.38
H -2.76 -1.94 -2.57
H 2.46 -0.14 4.30
H 6.45 -0.27 1.37
H 0.40 4.75 -5.59
H -1.61 -4.32 -3.40
H 3.01 0.85 2.43
H -3.53 3.47 -3.92
H 5.12 0.66 0.69
H 5.01 -1.00 4.65

***

150
Properties=species:S:1:pos:R:3 method="wB97M-V/def2-TZVPD" total_charge=0 homo_energy_ha=-0.3102 smiles=COC[C@H](C)N.COC[C@H](C)N.COC[C@H](C)N.COCCNCCOC.COCCNCCOC.COCCNCCOC.CCO.CCO.CCO homo_lumo_gap_ha=0.3275 spin_multiplicity=1 relative_energy_kcal_mol=178.9 e_lumo_ev=0.471
O -0.30 6.55 4.99
O -2.08 0.48 -2.19
O 10.57 9.34 1.63
O -7.48 -6.72 -0.27
O 10.16 -4.76 2.76
O 6.54 4.22 1.88
O 1.00 -6.87 -6.62
O -6.56 2.41 11.01
O -5.34 -6.56 -7.26
O -7.56 0.30 6.55
O 5.53 -4.50 1.48
O 0.08 1.63 -9.81
N 8.15 -4.91 0.51
N 8.84 6.08 1.37
N -0.87 4.09 -10.87
N -9.16 -6.58 2.16
N -0.72 5.51 1.45
N -5.46 1.41 8.57
C -11.15 -6.73 0.85
C 1.52 -7.08 -7.86
C -5.67 -4.35 -7.88
C 8.15 5.34 0.31
C 7.54 4.10 0.89
C 5.75 -5.04 0.21
C -2.67 -1.81 -1.71
C -2.02 -0.52 -1.16
C -1.18 1.01 -9.46
C -0.97 6.29 2.63
C -5.56 3.05 10.34
C -2.43 5.98 2.88
C -8.88 0.64 6.15
C 0.26 1.89 -11.24
C -0.03 5.82 3.82
C 5.81 2.99 2.06
C 7.08 -4.33 -0.25
C -0.46 3.50 -13.12
C -0.73 2.92 -11.77
C 0.06 5.94 6.23
C 9.53 7.32 0.97
C 4.39 -4.93 2.21
C 10.36 7.98 1.99
C 2.36 -5.97 -8.40
C -6.57 1.23 6.25
C 10.40 -4.75 1.36
C 10.22 10.31 2.67
C -6.48 2.53 12.42
C 10.07 -3.50 3.46
C 9.32 -4.04 0.62
C -6.41 -5.69 -7.57
C -7.17 -7.93 -0.92
C -5.69 2.82 8.77
C -8.90 -6.62 -0.35
C -5.26 0.97 7.17
C -9.68 -7.09 0.93
H 1.27 2.28 -11.25
H -1.71 1.30 -1.85
H -2.61 4.90 2.92
H 2.58 -6.19 -9.44
H -1.72 2.45 -11.71
H 10.45 11.30 2.27
H 4.49 -5.96 2.55
H 8.73 7.92 0.55
H -6.42 -3.67 -8.27
H -2.53 -1.93 -2.79
H 3.27 -5.89 -7.81
H -4.29 1.29 6.80
H -0.34 4.93 6.22
H 10.98 -2.93 3.68
H -1.09 5.88 0.58
H -5.61 4.13 10.49
H -5.00 -0.09 7.21
H 9.85 7.92 2.95
H 7.06 -3.25 -0.30
H 5.76 -6.12 0.24
H -6.29 3.58 12.66
H 7.35 3.62 -0.07
H -1.27 4.13 -13.51
H -0.11 4.74 -11.05
H -9.45 1.52 6.45
H 0.68 -7.22 -8.54
H -6.61 3.23 8.35
H 1.90 -5.01 -8.17
H 6.39 2.21 2.56
H -2.89 6.36 3.79
H 4.96 3.17 2.71
H 1.02 6.03 3.60
H 4.94 -4.80 -0.48
H -6.10 0.86 9.14
H -11.28 -5.69 1.12
H 9.17 10.18 2.92
H 7.76 -5.09 1.42
H -9.45 -0.24 6.48
H -0.88 0.11 -9.99
H -2.08 1.47 -9.86
H 10.62 -5.76 1.02
H 7.07 -4.73 -1.26
H -7.49 2.26 12.74
H -9.45 -8.15 1.08
H -0.12 4.74 3.89
H -8.18 -6.65 1.96
H -7.01 2.23 6.27
H -4.54 2.78 10.57
H 2.19 -7.94 -7.81
H -0.77 7.36 2.49
H 9.66 -3.60 4.47
H 11.37 7.56 1.98
H 0.23 -6.29 -6.65
H 3.67 -4.76 1.42
H 1.13 5.83 6.37
H -11.73 -7.32 1.55
H -0.05 2.85 -13.89
H 8.89 5.07 -0.44
H -8.86 0.51 5.07
H -1.02 0.76 -8.41
H -7.43 -8.76 -0.26
H 0.27 5.57 1.23
H 10.80 10.16 3.58
H -0.61 3.78 -9.94
H 11.37 -4.27 1.25
H -4.95 -4.42 -8.69
H -7.80 -8.13 -1.79
H 10.18 7.22 0.10
H -2.34 -2.69 -1.17
H -4.98 3.51 8.31
H -11.60 -6.74 -0.14
H 4.17 -4.26 3.04
H -5.77 -7.42 -7.33
H 0.27 0.88 -11.67
H -7.04 -6.01 -8.40
H -9.30 -5.59 2.31
H -7.00 -5.68 -6.65
H 5.41 2.59 1.13
H -5.77 1.95 13.01
H -6.37 1.13 5.18
H 8.36 3.66 1.46
H 8.33 6.24 2.22
H -0.42 6.37 7.11
H -2.67 -0.20 -0.35
H 9.29 -2.85 3.09
H 7.28 5.86 -0.09
H -3.12 6.20 2.07
H 0.42 4.14 -12.99
H -1.02 -0.68 -0.75
H -9.38 -6.94 -1.27
H -3.76 -1.72 -1.64
H 9.05 -3.11 1.12
H -9.05 -5.55 -0.48
H -5.21 -3.99 -6.96
H -6.10 -8.04 -1.12
H 9.70 -3.82 -0.37